Entry 1:
The following is a DFT calculation (ωB97M-V/def2-TZVPD) of a 8-piece molecular cluster, C29H75N12O15P3 overall in a non-equilibrium geometry.

Results
Lowest unoccupied orbital energy = 0.0057 hartree
Kohn-Sham gap = 8.267 eV
Structure (SMILES) = CN(C)P(=O)(N(C)C)N(C)C.CN(C)P(=O)(N(C)C)N(C)C.CN(C)P(=O)(N(C)C)N(C)C.C[C@H]1COC(=O)O1.C[C@H]1COC(=O)O1.C[N+](=O)[O-].C[N+](=O)[O-].C[N+](=O)[O-]
Calculated total energy = -107746.143 eV
Charge = 0
Multiplicity = 1

Atoms and positions in Å:
C  -5.136  -0.462  3.114
N  -6.507  -1.038  3.064
O  -6.720  -1.902  2.237
O  -7.307  -0.663  3.893
H  -5.248  0.571  2.785
H  -4.523  -1.011  2.412
H  -4.726  -0.455  4.117
C  -0.251  1.435  1.098
N  -1.722  1.318  1.096
O  -2.164  0.296  1.566
O  -2.388  2.232  0.646
H  -0.045  2.374  1.609
H  0.180  1.454  0.103
H  0.195  0.641  1.685
C  -0.817  5.736  2.738
N  -1.580  4.658  3.416
O  -2.667  4.932  3.858
O  -1.058  3.554  3.459
H  -0.332  6.379  3.469
H  -1.528  6.311  2.156
H  -0.042  5.267  2.142
C  -1.375  6.439  -1.975
C  -1.417  4.981  -1.607
C  -1.358  4.037  -2.842
O  -0.330  3.105  -2.520
C  0.422  3.593  -1.508
O  1.412  3.060  -1.131
O  -0.134  4.683  -0.973
H  -1.423  7.066  -1.083
H  -2.156  6.726  -2.680
H  -0.429  6.673  -2.468
H  -2.254  4.677  -0.985
H  -1.222  4.582  -3.774
H  -2.273  3.458  -2.871
C  -5.264  1.431  -1.160
C  -5.539  2.117  -2.477
C  -6.988  2.622  -2.674
O  -6.825  4.037  -2.849
C  -5.539  4.392  -2.659
O  -5.144  5.504  -2.545
O  -4.749  3.293  -2.584
H  -5.646  2.095  -0.379
H  -4.197  1.295  -0.990
H  -5.740  0.454  -1.091
H  -5.328  1.418  -3.292
H  -7.658  2.420  -1.843
H  -7.378  2.245  -3.617
O  4.199  -0.729  1.878
P  5.062  0.391  1.456
N  6.250  0.744  2.567
C  6.999  -0.403  3.082
C  6.677  2.038  3.047
N  4.242  1.810  1.242
C  2.923  1.882  1.847
C  4.630  3.007  0.505
N  5.896  -0.002  0.063
C  6.755  0.925  -0.630
C  5.577  -1.226  -0.639
H  6.616  -0.696  4.063
H  8.036  -0.087  3.228
H  6.965  -1.221  2.368
H  7.755  2.014  3.224
H  6.249  2.257  4.039
H  6.386  2.841  2.380
H  2.145  1.609  1.140
H  2.867  1.185  2.686
H  2.704  2.855  2.297
H  4.256  3.881  1.040
H  5.705  3.049  0.373
H  4.142  3.037  -0.475
H  7.605  0.376  -1.066
H  6.249  1.363  -1.499
H  7.241  1.632  0.038
H  5.040  -1.870  0.062
H  6.476  -1.773  -0.925
H  4.857  -1.064  -1.449
O  1.022  -1.427  -4.639
P  -0.224  -2.076  -4.187
N  0.067  -3.572  -3.542
C  -0.970  -4.320  -2.862
C  1.370  -4.208  -3.774
N  -1.323  -2.211  -5.437
C  -2.691  -2.542  -5.299
C  -0.788  -2.260  -6.790
N  -1.080  -1.278  -3.027
C  -1.966  -0.165  -3.376
C  -0.706  -1.328  -1.634
H  -1.364  -3.754  -2.015
H  -0.551  -5.229  -2.432
H  -1.781  -4.595  -3.540
H  1.522  -4.417  -4.830
H  1.493  -5.081  -3.137
H  2.146  -3.520  -3.426
H  -2.992  -2.575  -4.246
H  -3.397  -1.803  -5.712
H  -2.955  -3.527  -5.709
H  -0.687  -3.302  -7.122
H  -1.471  -1.749  -7.476
H  0.174  -1.763  -6.864
H  -2.972  -0.527  -3.622
H  -2.051  0.494  -2.517
H  -1.596  0.353  -4.261
H  -0.021  -0.501  -1.380
H  -0.122  -2.207  -1.374
H  -1.542  -1.212  -0.941
O  0.019  -1.787  1.338
P  0.201  -2.880  2.307
N  1.394  -3.997  2.037
C  1.105  -5.091  1.121
C  2.702  -3.374  1.784
N  -1.217  -3.648  2.665
C  -2.434  -2.862  2.618
C  -1.310  -4.985  3.244
N  0.700  -2.217  3.759
C  0.806  -0.767  3.883
C  0.836  -3.010  4.940
H  1.171  -4.809  0.062
H  0.147  -5.552  1.333
H  1.823  -5.910  1.263
H  3.454  -3.940  2.351
H  2.761  -2.351  2.145
H  2.982  -3.461  0.733
H  -2.547  -2.214  3.497
H  -2.492  -2.241  1.725
H  -3.293  -3.534  2.570
H  -1.250  -5.794  2.506
H  -0.512  -5.151  3.964
H  -2.289  -5.103  3.704
H  -0.089  -0.314  3.449
H  0.804  -0.486  4.936
H  1.690  -0.372  3.378
H  1.603  -2.599  5.605
H  1.210  -4.011  4.713
H  -0.099  -3.095  5.511

---

Entry 2:
The following is a DFT calculation (ωB97M-V/def2-TZVPD) of C3H4O4P as an isolated structure in a non-equilibrium geometry.

Results
Lowest unoccupied orbital energy = 0.1402 hartree
Kohn-Sham gap = 6.571 eV
Calculated total energy = -20655.491 eV
Charge = -1
Multiplicity = 1

Atoms and positions in Å:
C  -0.714  0.207  -0.981
C  0.623  -1.739  -0.048
C  0.219  -0.272  -0.061
O  -1.035  1.509  -0.692
O  -1.345  -0.332  -1.927
O  -1.101  3.100  1.255
O  0.899  0.719  0.718
P  -0.201  2.606  0.227
H  1.776  -2.009  -0.016
H  0.064  -2.037  -0.937
H  0.235  -2.413  0.726
H  0.582  0.661  1.736

---

Entry 3:
The following is a DFT calculation (ωB97M-V/def2-TZVPD) of C13H9BrCl2IrN2O6 as an isolated structure.

Results
Lowest unoccupied orbital energy = -0.1506 hartree
Kohn-Sham gap = 8.133 eV
Calculated total energy = -126812.763 eV
Charge = +1
Multiplicity = 1

Atoms and positions in Å:
Ir  0.864  0.129  -1.613
O  3.074  -4.333  1.351
C  1.753  -4.313  1.433
O  1.119  -5.096  2.081
C  1.033  -3.225  0.693
C  -0.346  -3.111  0.691
N  -0.675  -2.054  -0.069
N  0.431  -1.480  -0.553
C  1.474  -2.158  -0.092
C  2.807  -1.629  -0.512
O  3.834  -2.178  -0.188
O  2.730  -0.580  -1.295
H  3.438  -3.622  0.779
H  -1.083  -3.732  1.172
H  -1.588  -1.694  -0.302
Cl  1.795  1.798  -3.093
C  2.398  0.423  -4.072
Cl  1.188  -0.877  -3.840
H  3.335  0.092  -3.640
H  2.449  0.708  -5.117
Br  -4.429  4.550  3.387
C  -3.278  3.587  2.263
C  -3.730  3.190  1.009
C  -2.884  2.479  0.181
C  -1.593  2.172  0.613
C  -1.146  2.579  1.872
C  -1.992  3.288  2.701
C  -0.708  1.425  -0.256
O  -1.038  0.958  -1.409
O  0.521  1.149  0.063
H  -4.732  3.440  0.691
H  -3.214  2.166  -0.800
H  -0.142  2.339  2.193
H  -1.665  3.611  3.679

---

Entry 4:
The following is a DFT calculation (ωB97M-V/def2-TZVPD) of the molecule C12H13N in a non-equilibrium geometry.

Results
Lowest unoccupied orbital energy = 0.0340 hartree
Kohn-Sham gap = 10.085 eV
Structure (SMILES) = C=CC[C@@]1(c2ccccc2)N=C1C
Calculated total energy = -14141.563 eV
Charge = 0
Multiplicity = 1

Atoms and positions in Å:
C  -2.016  -0.472  -3.151
C  -2.240  -1.292  -2.108
C  -1.227  0.663  -3.027
C  -1.645  -1.031  -0.875
C  -0.555  0.928  -1.863
C  -0.766  0.026  -0.799
C  -0.046  1.159  1.441
C  2.844  -0.992  2.059
C  1.619  -1.289  1.815
C  -0.015  0.063  0.501
C  0.316  2.471  2.146
C  1.110  -0.911  0.437
N  -0.741  0.149  1.810
H  -2.696  -0.711  -4.012
H  -2.953  -2.141  -2.313
H  -1.171  1.251  -3.951
H  -1.743  -1.652  0.031
H  0.257  1.670  -1.682
H  3.417  -1.465  2.901
H  3.502  -0.635  1.277
H  1.000  -1.639  2.586
H  -0.595  2.718  2.633
H  0.650  3.253  1.511
H  0.970  2.274  2.950
H  1.987  -0.537  -0.158
H  0.737  -1.858  -0.158

---

Entry 5:
The following is a DFT calculation (ωB97M-V/def2-TZVPD) of the molecule C4H6O2 in a non-equilibrium geometry.

Results
Lowest unoccupied orbital energy = 0.0206 hartree
Kohn-Sham gap = 10.091 eV
Structure (SMILES) = CC(=O)CC=O
Calculated total energy = -8338.048 eV
Charge = 0
Multiplicity = 1

Atoms and positions in Å:
C  0.280  1.957  -0.222
C  -0.396  0.500  -0.063
O  -1.023  0.427  -1.096
C  -0.443  -0.980  0.619
C  0.660  -1.802  -0.041
O  1.539  -2.372  0.556
H  1.316  1.819  -0.538
H  0.202  2.605  0.641
H  -0.209  2.488  -1.077
H  -0.438  -1.186  1.696
H  -1.391  -1.370  0.198
H  0.601  -1.831  -1.149

---

Entry 6:
The following is a DFT calculation (ωB97M-V/def2-TZVPD) of a 2-piece molecular cluster, C29H35N2 overall in a non-equilibrium geometry.

Results
Lowest unoccupied orbital energy = -0.1815 hartree
Kohn-Sham gap = 5.682 eV
Calculated total energy = -33612.427 eV
Charge = +1
Multiplicity = 1

Atoms and positions in Å:
C  1.923  -0.645  -0.210
C  1.528  -1.909  0.231
N  1.153  -2.951  0.626
N  3.031  -0.127  0.501
C  3.879  0.773  -0.096
C  4.907  1.355  0.622
C  5.163  0.943  1.940
C  4.329  -0.010  2.503
C  3.244  -0.507  1.813
H  1.982  -0.467  -1.285
H  3.692  0.965  -1.157
H  5.521  2.114  0.135
H  5.991  1.353  2.510
H  4.496  -0.407  3.501
H  2.569  -1.252  2.225
C  -2.526  -4.226  2.928
C  -2.640  -3.312  1.746
C  -1.796  -3.489  0.649
C  -1.855  -2.639  -0.459
C  -1.017  -2.992  -1.659
C  -2.674  -1.495  -0.401
C  -2.608  -0.421  -1.471
C  -3.464  -0.836  -2.675
C  -1.193  0.044  -1.904
C  -0.244  0.260  -0.774
C  0.404  1.521  -0.599
C  0.488  2.065  0.709
C  -0.282  1.453  1.832
C  1.318  3.148  0.960
C  2.047  3.750  -0.074
C  3.050  4.809  0.256
C  1.827  3.326  -1.390
C  1.024  2.226  -1.682
C  0.908  1.814  -3.121
C  -3.651  -1.409  0.610
C  -4.756  -0.392  0.565
C  -3.588  -2.287  1.695
H  -3.298  -3.998  3.668
H  -2.623  -5.279  2.631
H  -1.548  -4.123  3.417
H  -1.045  -4.280  0.651
H  -1.603  -2.981  -2.588
H  -0.155  -2.319  -1.759
H  -0.597  -3.999  -1.529
H  -3.060  0.484  -1.043
H  -4.454  -1.152  -2.330
H  -3.590  0.011  -3.355
H  -3.013  -1.668  -3.231
H  -0.760  -0.647  -2.651
H  -1.348  1.001  -2.435
H  -0.478  -0.377  0.091
H  -0.240  2.128  2.697
H  -1.335  1.319  1.552
H  0.113  0.473  2.140
H  1.410  3.526  1.978
H  3.474  5.251  -0.652
H  2.597  5.600  0.868
H  3.879  4.381  0.833
H  2.322  3.850  -2.213
H  1.714  2.279  -3.709
H  0.963  0.732  -3.289
H  -0.030  2.186  -3.559
H  -5.474  -0.608  1.362
H  -4.401  0.635  0.722
H  -5.310  -0.417  -0.383
H  -4.290  -2.154  2.517

---

Entry 7:
The following is a DFT calculation (ωB97M-V/def2-TZVPD) of a 2-piece molecular cluster, C6H14NO overall in a non-equilibrium geometry.

Results
Lowest unoccupied orbital energy = -0.3043 hartree
Kohn-Sham gap = 5.453 eV
Calculated total energy = -9975.967 eV
Charge = +1
Multiplicity = 1

Atoms and positions in Å:
C  -0.476  -1.175  -2.033
C  -1.179  0.027  -1.411
C  -0.280  1.130  -0.868
C  1.008  0.628  -0.251
C  2.212  1.235  -0.619
C  2.104  -0.795  1.363
N  0.920  -0.355  0.633
H  -0.166  -1.848  -1.253
H  -1.081  -1.670  -2.782
H  0.428  -0.873  -2.585
H  -1.982  0.410  -2.026
H  -1.683  -0.385  -0.528
H  -0.056  1.899  -1.609
H  -0.820  1.676  -0.082
H  3.133  0.973  -0.154
H  2.132  1.940  -1.425
H  2.709  -1.540  0.870
H  1.705  -1.288  2.247
H  2.690  0.079  1.624
H  -3.962  -0.785  3.388
H  -3.862  0.655  4.076
O  -3.494  0.061  3.424

---

Entry 8:
The following is a DFT calculation (ωB97M-V/def2-TZVPD) of C22H13F5N3O2PRuSe as an isolated structure in a non-equilibrium geometry.

Results
Lowest unoccupied orbital energy (alpha / beta) = 0.0883 / 0.0183 hartree
Kohn-Sham gap (alpha / beta) = 6.334 / 5.868 eV
Calculated total energy = -122389.542 eV
Charge = -1
Multiplicity = 6

Atoms and positions in Å:
Ru  0.000  0.000  0.000
O  -0.974  -3.697  -1.474
C  -0.527  -2.677  -0.865
O  -0.995  -1.506  -0.843
C  0.732  -2.952  -0.027
P  1.686  -1.593  0.813
C  3.164  -2.475  1.427
C  3.100  -3.724  2.060
C  4.258  -4.343  2.539
C  5.495  -3.719  2.398
C  5.576  -2.477  1.774
C  4.418  -1.861  1.290
C  0.778  -1.307  2.383
C  1.458  -0.801  3.506
C  0.790  -0.544  4.708
C  -0.577  -0.778  4.809
C  -1.274  -1.257  3.704
C  -0.603  -1.510  2.502
H  1.441  -3.430  -0.717
H  0.455  -3.712  0.713
H  2.144  -4.223  2.197
H  4.186  -5.313  3.025
H  6.393  -4.200  2.773
H  6.536  -1.983  1.662
H  4.499  -0.889  0.807
H  2.524  -0.592  3.452
H  1.342  -0.155  5.558
H  -1.102  -0.574  5.736
H  -2.346  -1.424  3.758
H  -1.192  -1.849  1.653
N  4.638  2.969  2.842
C  3.579  3.234  2.448
N  2.259  3.613  1.969
C  1.604  2.461  1.370
N  1.045  1.567  0.883
F  -6.065  5.541  -2.839
C  -5.113  4.681  -2.400
C  -4.695  3.624  -3.215
F  -5.243  3.459  -4.445
C  -3.713  2.736  -2.762
F  -3.313  1.713  -3.559
C  -3.146  2.905  -1.491
Se  -1.795  1.686  -0.867
C  -3.566  3.966  -0.676
F  -3.024  4.138  0.556
C  -4.549  4.852  -1.131
F  -4.954  5.878  -0.341
H  -0.958  -0.228  1.540

---

Entry 9:
The following is a DFT calculation (ωB97M-V/def2-TZVPD) of a 8-piece molecular cluster, C42H82N11O7P2 overall in a non-equilibrium geometry.

Results
Lowest unoccupied orbital energy = -0.0951 hartree
Kohn-Sham gap = 8.974 eV
Calculated total energy = -94176.575 eV
Charge = +1
Multiplicity = 1

Atoms and positions in Å:
C  1.844  5.020  2.256
O  1.367  5.426  0.979
C  0.162  4.818  0.565
C  0.078  4.813  -0.953
C  -0.924  3.776  -1.467
C  -0.301  2.390  -1.654
C  -1.033  1.558  -2.717
C  -0.881  0.039  -2.539
N  0.365  -0.473  -3.143
C  1.448  -0.586  -2.428
N  2.694  -0.907  -2.916
C  3.671  -0.565  -1.794
O  4.824  -0.031  -2.298
C  6.010  -0.822  -2.198
C  6.759  -0.688  -0.882
C  6.120  -1.368  0.321
O  7.030  0.686  -0.661
C  2.830  0.433  -1.014
C  3.269  1.055  0.298
O  2.687  2.332  0.441
O  3.496  3.218  -0.357
N  1.491  -0.276  -1.051
P  1.224  -1.498  0.122
O  1.254  -0.944  1.483
P  0.498  -0.994  -4.917
N  0.131  0.417  -5.762
O  -0.942  -1.726  -5.049
H  2.929  4.940  2.224
H  1.440  4.047  2.545
H  1.596  5.769  3.011
H  0.073  3.798  0.958
H  -0.693  5.392  0.952
H  1.065  4.602  -1.373
H  -0.208  5.806  -1.296
H  -1.733  3.688  -0.736
H  -1.375  4.133  -2.394
H  -0.294  1.853  -0.704
H  0.746  2.507  -1.949
H  -2.092  1.814  -2.765
H  -0.583  1.809  -3.679
H  -1.704  -0.492  -3.016
H  -0.893  -0.211  -1.480
H  2.928  -0.320  -3.714
H  3.836  -1.513  -1.279
H  6.658  -0.469  -2.998
H  5.788  -1.875  -2.400
H  7.717  -1.197  -1.065
H  5.071  -1.103  0.467
H  6.185  -2.453  0.230
H  6.645  -1.084  1.236
H  7.028  0.860  0.286
H  2.697  1.259  -1.721
H  4.358  1.138  0.310
H  2.927  0.491  1.165
H  3.140  4.071  -0.048
H  -0.004  -2.049  -0.250
H  2.180  -2.511  -0.056
H  -0.779  0.840  -5.613
H  0.859  1.122  -5.757
H  -1.536  -1.281  -5.667
C  0.412  4.544  6.323
C  1.504  3.694  6.960
C  2.805  4.472  7.194
C  3.368  4.976  5.941
N  3.808  5.359  4.954
H  0.713  4.899  5.336
H  -0.504  3.966  6.203
H  0.181  5.415  6.939
H  1.714  2.827  6.330
H  1.160  3.312  7.922
H  3.554  3.838  7.669
H  2.628  5.324  7.853
C  -3.743  9.636  0.076
C  -2.478  8.965  0.598
C  -1.617  8.365  -0.520
C  -2.339  7.334  -1.267
N  -2.906  6.516  -1.835
H  -4.394  8.919  -0.427
H  -4.309  10.076  0.896
H  -3.503  10.431  -0.632
H  -2.742  8.178  1.308
H  -1.870  9.691  1.139
H  -0.711  7.912  -0.111
H  -1.309  9.140  -1.226
C  -1.415  -6.576  -1.961
C  -1.973  -5.443  -1.109
C  -2.012  -4.102  -1.855
C  -0.675  -3.672  -2.258
N  0.376  -3.345  -2.584
H  -0.379  -6.390  -2.248
H  -1.438  -7.512  -1.403
H  -1.999  -6.715  -2.873
H  -1.384  -5.332  -0.201
H  -2.987  -5.680  -0.790
H  -2.437  -3.324  -1.218
H  -2.627  -4.169  -2.755
C  -4.591  -9.142  2.375
C  -3.141  -9.515  2.096
C  -2.145  -8.591  2.807
C  -2.288  -7.201  2.371
N  -2.416  -6.117  2.019
H  -4.824  -8.141  2.004
H  -5.267  -9.843  1.885
H  -4.806  -9.167  3.444
H  -2.948  -9.494  1.021
H  -2.955  -10.535  2.432
H  -1.118  -8.901  2.610
H  -2.300  -8.623  3.887
C  11.909  -3.371  -1.896
C  10.656  -2.593  -1.514
C  10.321  -2.702  -0.021
C  10.058  -4.087  0.373
N  9.824  -5.169  0.670
H  11.784  -4.438  -1.708
H  12.132  -3.244  -2.954
H  12.773  -3.025  -1.327
H  9.807  -2.953  -2.099
H  10.789  -1.537  -1.757
H  9.431  -2.117  0.218
H  11.143  -2.316  0.583
C  -7.352  5.541  -5.484
C  -6.515  6.268  -4.439
C  -5.888  5.322  -3.409
C  -6.906  4.578  -2.664
N  -7.702  3.993  -2.083
H  -8.195  5.023  -5.025
H  -7.752  6.243  -6.215
H  -6.753  4.803  -6.023
H  -7.132  7.003  -3.920
H  -5.708  6.817  -4.928
H  -5.278  5.877  -2.697
H  -5.236  4.599  -3.903
C  -8.702  -6.178  5.136
C  -8.464  -6.706  3.727
C  -8.687  -8.219  3.613
C  -7.778  -8.967  4.482
N  -7.054  -9.536  5.163
H  -8.007  -6.624  5.848
H  -8.565  -5.098  5.170
H  -9.717  -6.399  5.471
H  -7.445  -6.470  3.411
H  -9.138  -6.210  3.027
H  -8.528  -8.557  2.588
H  -9.711  -8.476  3.891